A molecular structure, C42H52BaN5O6P, computed with ωB97M-V/def2-TZVPD.

The calculation puts the HOMO energy at -0.076 Eh. Its energy relative to the best compared isomer or geometry (same formula, charge and spin) is 17.91 kcal/mol. Its HOMO-LUMO gap is 6.056 eV. The total charge is -2. The value obtained for the LUMO energy is 4.00 eV.

Positions of all 107 atoms, in Å:
Ba 0.3982 -0.7074 -0.3135
O 2.3734 -0.9358 1.4087
C 3.6254 -1.2455 1.3999
C 4.4138 -1.0331 2.5650
C 5.7633 -1.3111 2.6155
C 6.4244 -1.8323 1.5060
C 5.6806 -2.0701 0.3616
C 4.3104 -1.8153 0.2655
C 3.7007 -2.1746 -1.0247
N 2.4549 -2.1964 -1.2689
N 2.0452 -2.4842 -2.5658
C 0.7597 -2.7871 -2.6247
O -0.0849 -2.9690 -1.6998
C 0.2297 -2.9126 -4.0288
C -0.7857 -2.0480 -4.4303
C -1.3211 -2.1471 -5.7055
C -0.8630 -3.1212 -6.5858
C 0.1375 -3.9942 -6.1814
C 0.6840 -3.8864 -4.9083
H 3.8984 -0.6068 3.4192
H 6.3093 -1.1127 3.5332
H 7.4863 -2.0439 1.5330
H 6.1771 -2.4797 -0.5139
H 4.4005 -2.4702 -1.8164
H -1.1569 -1.3146 -3.7211
H -2.1037 -1.4630 -6.0127
H -1.2852 -3.1990 -7.5813
H 0.4989 -4.7583 -6.8608
H 1.4807 -4.5480 -4.5910
C -5.4049 3.2584 -3.5287
O -5.3410 4.6051 -3.0970
C -4.0898 5.1315 -2.9166
C -2.9189 4.5071 -3.3223
C -1.6897 5.1055 -3.0770
C -1.6162 6.3322 -2.4280
C -2.8023 6.9728 -2.0733
C -4.0295 6.3769 -2.2966
N -0.4115 7.0838 -2.2342
N 0.6961 6.5703 -1.9281
C 0.9409 5.2547 -1.5176
C 2.1822 4.7698 -1.9347
C 2.5639 3.4528 -1.8100
C 1.7006 2.4826 -1.2297
O 1.9286 1.2551 -1.2564
C 0.5172 3.0391 -0.5243
N -0.1379 2.1983 0.3031
C -1.1744 2.6380 0.9733
C -1.6114 3.9654 0.9092
C -0.9483 4.8389 0.0912
C 0.1387 4.3937 -0.6918
H -6.4571 2.9832 -3.5062
H -4.8396 2.5985 -2.8653
H -5.0276 3.1462 -4.5494
H -2.9431 3.5389 -3.8025
H -0.7894 4.5866 -3.3731
H -2.7366 7.9478 -1.6056
H -4.9526 6.8570 -1.9969
H 2.8304 5.4792 -2.4385
H 3.5059 3.1045 -2.2137
H -1.6803 1.9203 1.6119
H -2.4501 4.2876 1.5134
H -1.2420 5.8766 0.0583
C 3.0427 3.2969 3.5651
C 2.6695 2.3028 2.4859
O 1.8732 1.2845 3.0648
H 3.6759 4.0899 3.1609
H 3.5788 2.8008 4.3770
H 2.1432 3.7561 3.9811
H 3.5683 1.8688 2.0328
H 2.1208 2.8145 1.6873
H 1.8957 0.5256 2.4470
C -2.9393 0.3432 -1.5695
O -1.7106 -0.0761 -1.1481
H -3.6580 0.5182 -0.7374
H -3.4457 -0.3765 -2.2493
H -2.8971 1.3061 -2.1260
C -3.1420 -2.6760 1.3624
C -2.4003 -2.5109 2.6943
C -3.0078 -3.3811 3.7936
P -0.5795 -2.5756 2.3244
C -0.2319 -4.2097 1.5181
C -0.8772 -5.4891 2.0485
C 1.2903 -4.3560 1.4057
C 0.3324 -2.5399 3.9370
C -0.0640 -1.2650 4.6849
C 0.3118 -3.7588 4.8579
H -4.1967 -2.4131 1.4847
H -3.0992 -3.7091 1.0091
H -2.7248 -2.0376 0.5777
H -2.5352 -1.4655 2.9965
H -2.8367 -4.4438 3.6223
H -4.0913 -3.2237 3.8359
H -2.6032 -3.1331 4.7753
H -0.5913 -4.0458 0.4954
H -0.6479 -5.6700 3.0999
H -0.5063 -6.3464 1.4774
H -1.9623 -5.4741 1.9406
H 1.7452 -4.5966 2.3709
H 1.7610 -3.4463 1.0285
H 1.5323 -5.1621 0.7089
H 1.3631 -2.3900 3.5932
H -1.0895 -1.3226 5.0626
H 0.0238 -0.3809 4.0510
H 0.5957 -1.1129 5.5432
H -0.6985 -4.0368 5.1614
H 0.8831 -3.5451 5.7675
H 0.7666 -4.6282 4.3840

Löwdin atomic charge list, values in e, 2 entries: number 1, Ba, carries 1.9104; number 2, O, carries -0.3286

A molecular structure, C23H49N2OP3SeTm at a distorted geometry, computed with ωB97M-V/def2-TZVPD.

The calculation puts the HOMO energy (alpha / beta) at -0.550 / -0.550 Eh. Its HOMO-LUMO gap (alpha / beta) is 4.494 / 4.522 eV. As for the expectation value of S²: 2.003. As for the spin multiplicity: 3. The total charge is +3. The value obtained for the LUMO energy (alpha / beta) is -10.47 / -10.44 eV.

Positions of all 80 atoms, in Å:
Tm -0.1885 -0.5558 -0.0594
P 2.3734 -1.2566 -1.4028
P 0.0864 -0.0379 2.7940
P 0.9870 2.0221 0.0112
H -4.7343 2.4425 -6.8948
C -3.8040 2.9239 -7.2175
C -2.8102 2.2593 -7.8227
H -2.8990 1.2107 -8.1215
C 2.3172 -2.9540 -1.9906
C 3.1901 -1.1913 0.2412
C 3.3903 -0.3395 -2.5578
C -1.2607 0.9373 3.5890
C -0.0324 -1.5559 3.8148
C 1.5523 0.7522 3.5671
C 0.8695 2.6529 -1.7072
C 2.7292 2.3906 0.4475
C 0.0820 3.3171 0.9236
H -3.7377 4.0102 -7.0523
H -1.8905 2.7805 -8.1062
H 1.7553 -2.9999 -2.9370
H 1.8223 -3.6196 -1.2650
H 3.3459 -3.3125 -2.1708
H 2.6639 -1.7765 1.0148
H 3.2881 -0.1611 0.6207
H 4.2085 -1.6216 0.1490
H 2.8711 -0.2963 -3.5237
H 4.3615 -0.8308 -2.6972
H 3.5348 0.6884 -2.2077
H -1.2410 0.8097 4.6800
H -2.2268 0.5874 3.2047
H -1.1615 2.0015 3.3437
H -0.0251 -1.2918 4.8829
H 0.8083 -2.2235 3.6004
H -0.9681 -2.0804 3.5861
H 1.5607 0.5808 4.6524
H 1.5805 1.8350 3.3864
H 2.4699 0.3190 3.1506
H 1.3640 3.6358 -1.7349
H -0.1869 2.7596 -2.0002
H 1.3827 1.9658 -2.3938
H 2.8778 3.4691 0.3356
H 3.4116 1.8631 -0.2275
H 2.9323 2.1043 1.4853
H 0.5155 4.2921 0.6472
H 0.1721 3.1753 2.0105
H -0.9818 3.2887 0.6373
C -2.8208 1.6851 -1.8258
C -2.3493 1.1860 -3.0575
C -2.5816 1.8992 -4.2401
C -3.3149 3.0893 -4.2138
C -3.7747 3.5994 -3.0000
C -3.5187 2.9148 -1.8157
Se -2.5832 0.7156 -0.2161
H 1.1137 -0.4481 -1.7205
H -1.8149 0.2325 -3.0818
H -2.2118 1.5223 -5.1984
H -3.5430 3.6071 -5.1437
H -4.3456 4.5288 -2.9921
H -3.8748 3.3170 -0.8712
C 1.1262 -4.3577 1.4876
N -0.3003 -4.5735 1.3124
C -0.7400 -5.9462 1.4982
C -2.1732 -5.9518 1.9251
C -3.0196 -5.1848 0.9538
N -2.4047 -3.9124 0.6180
C -3.2897 -2.9429 -0.0004
C -1.1062 -3.6684 0.7568
O -0.6303 -2.5200 0.3428
H 1.4099 -4.6733 2.5008
H 1.3767 -3.3034 1.3882
H 1.7016 -4.9231 0.7394
H -0.6040 -6.5044 0.5524
H -0.1082 -6.4163 2.2553
H -2.2439 -5.4713 2.9069
H -2.5411 -6.9689 2.0318
H -4.0069 -5.0172 1.3899
H -3.1741 -5.7574 0.0242
H -2.9857 -2.6683 -1.0141
H -4.2751 -3.4100 -0.0444
H -3.3672 -2.0222 0.5918

Löwdin atomic charge list, values in e, 2 entries: number 1, Tm, carries 0.7316; number 2, P, carries 0.8625

15 unconnected molecules or ions with the total composition C29H88O15 at a distorted geometry, computed with ωB97M-V/def2-TZVPD.

The calculation puts the HOMO energy at -0.367 Eh. Its energy relative to the best compared isomer or geometry (same formula, charge and spin) is 124.28 kcal/mol. Its HOMO-LUMO gap is 10.011 eV. The value obtained for the LUMO energy is 0.02 eV.

Positions of all 132 atoms, in Å:
C -0.7410 -0.1355 11.6646
C -1.1987 0.3695 10.3239
C -0.1291 1.1868 9.5930
O -1.2978 -0.7462 9.5075
H -1.5168 -0.7343 12.1419
H -0.4682 0.7467 12.2436
H 0.1778 -0.7104 11.5490
H -2.1867 0.8289 10.3513
H 0.0011 2.0345 10.2657
H -0.4358 1.6090 8.6361
H 0.8210 0.6591 9.5094
H -1.7599 -1.3925 10.0464
C 6.3786 -6.3326 -5.1822
C 5.3554 -5.2304 -4.6972
C 4.5098 -5.4368 -3.4166
O 6.0566 -3.9654 -4.6853
H 7.3554 -6.2485 -4.7057
H 6.6116 -6.1358 -6.2287
H 6.0060 -7.3449 -5.0258
H 4.6307 -5.0735 -5.4961
H 3.9760 -4.5797 -3.0061
H 5.1222 -5.7510 -2.5714
H 3.6397 -6.0693 -3.5926
H 5.4467 -3.2287 -4.7679
C 0.4601 0.3635 0.9413
C -0.3846 1.6519 0.7252
C 0.0360 2.5024 -0.4876
O -1.6906 1.2260 0.5177
H 0.0420 -0.2403 1.7467
H 1.4760 0.6907 1.1625
H 0.4126 -0.2921 0.0718
H -0.4614 2.2652 1.6230
H -0.5767 3.3864 -0.6642
H -0.0265 1.8986 -1.3929
H 1.0838 2.7974 -0.4309
H -2.0353 1.0969 1.4044
C -3.4980 4.4089 -6.5415
C -4.4605 3.8897 -7.6081
C -3.7719 3.2190 -8.8136
O -5.2302 2.9421 -6.8503
H -2.7817 5.1057 -6.9768
H -2.8871 3.6283 -6.0881
H -3.9186 5.0011 -5.7288
H -5.1067 4.6830 -7.9838
H -3.1632 3.9771 -9.3063
H -4.4283 2.8475 -9.6004
H -3.1893 2.3619 -8.4758
H -4.5738 2.3821 -6.4293
C 2.6725 2.9639 -7.1771
C 2.7793 1.4092 -7.1901
C 3.5359 0.7191 -8.2622
O 3.4121 1.1447 -5.9427
H 2.0089 3.2860 -7.9796
H 3.6108 3.4589 -7.4274
H 2.2854 3.3577 -6.2373
H 1.7919 0.9486 -7.1579
H 2.9481 0.8329 -9.1731
H 3.5789 -0.3327 -7.9793
H 4.5140 1.0940 -8.5636
H 4.1594 1.7461 -5.9806
C -3.3009 -6.5067 4.5688
C -3.5504 -5.9641 3.1442
C -2.3774 -6.3580 2.2487
O -4.6882 -6.7468 2.7069
H -4.2254 -6.3643 5.1283
H -2.4676 -6.0284 5.0837
H -3.0371 -7.5639 4.5388
H -3.7365 -4.8901 3.1534
H -2.4130 -5.9301 1.2468
H -2.3538 -7.4201 2.0048
H -1.4301 -6.0373 2.6822
H -4.5646 -7.6164 3.0944
C 4.7566 -5.4986 4.0453
C 4.8259 -5.2756 5.5059
C 3.5705 -4.5937 6.2096
O 4.9273 -6.5357 6.0640
H 4.4001 -4.6447 3.4692
H 4.0769 -6.3228 3.8289
H 5.7759 -5.6784 3.7033
H 5.7016 -4.7130 5.8294
H 3.2213 -3.7359 5.6348
H 3.6849 -4.2733 7.2452
H 2.7461 -5.3010 6.2993
H 5.5650 -6.9996 5.5164
C -2.8706 6.7745 3.7755
O -3.6252 7.9415 3.9419
H -2.7430 6.5582 2.7148
H -1.9054 6.9047 4.2650
H -3.3175 5.9179 4.2801
H -4.0691 7.8512 4.7883
C -6.0265 0.2222 6.0940
O -4.7405 0.1406 5.5016
H -6.8002 0.6858 5.4819
H -6.3449 -0.8194 6.0510
H -6.0419 0.6075 7.1135
H -4.1749 -0.2657 6.1624
C -5.6630 -1.2329 -2.5839
O -4.5389 -0.5569 -3.1791
H -6.3534 -1.3910 -3.4124
H -5.4237 -2.1896 -2.1196
H -6.1131 -0.5870 -1.8299
H -4.0155 -0.2943 -2.4184
C -0.0361 9.9515 -3.8308
O 0.4643 10.1908 -5.1212
H -1.0734 9.6172 -3.8501
H 0.4932 9.2210 -3.2190
H -0.2038 10.8943 -3.3101
H 1.4098 10.3534 -5.1554
C 4.5977 4.8200 3.6536
O 5.2736 5.5166 2.6116
H 4.7389 5.2223 4.6568
H 3.5645 4.7885 3.3080
H 4.8897 3.7698 3.6528
H 6.2019 5.3150 2.7502
C -1.1137 -4.2858 -5.9890
O -1.6037 -5.6051 -6.3342
H -1.0517 -4.0692 -4.9225
H -0.1850 -4.0489 -6.5082
H -1.8201 -3.5304 -6.3331
H -2.4435 -5.7647 -5.8975
C -7.6771 4.6172 0.0488
O -9.0300 4.7209 -0.1418
H -7.3420 5.3274 0.8047
H -7.2327 3.6360 0.2158
H -7.2035 4.9448 -0.8766
H -9.2328 4.1947 -0.9187
C 8.4479 -0.6329 -0.6599
O 8.6390 -2.0333 -0.9169
H 8.9093 -0.0379 -1.4480
H 7.3876 -0.3873 -0.7193
H 8.8064 -0.4545 0.3539
H 8.1078 -2.2610 -1.6834

Löwdin atomic charge list, values in e, 2 entries: number 1, C, carries -0.0612; number 2, C, carries -0.5311

A molecular structure, C32H44CuIN2O6SSbSe at a distorted geometry, computed with ωB97M-V/def2-TZVPD.

The calculation puts the HOMO energy (alpha / beta) at -0.058 / -0.058 Eh. Its energy relative to the best compared isomer or geometry (same formula, charge and spin) is 28.12 kcal/mol. Its HOMO-LUMO gap (alpha / beta) is 5.454 / 4.292 eV. As for the expectation value of S²: 0.768. As for the spin multiplicity: 2. The total charge is -2. The value obtained for the LUMO energy (alpha / beta) is 3.87 / 2.71 eV.

Positions of all 89 atoms, in Å:
Cu -2.8160 -0.0003 -0.6751
C -6.8162 1.5157 1.1127
C -5.8464 2.5899 1.0243
N -6.1019 3.8303 1.4478
C -5.1237 4.7508 1.3833
C -3.8670 4.5215 0.8929
C -2.7170 5.5287 1.0596
O -1.8664 5.3273 2.2281
C -3.6265 3.2421 0.3373
C -2.3969 3.0409 -0.4520
N -1.9810 1.9600 -1.0172
C -0.7102 2.0661 -1.7439
C 0.4185 2.2835 -1.0042
C 1.6382 2.2295 -1.6686
C 1.6098 2.1221 -3.0316
C 0.4380 1.9241 -3.7701
C -0.7494 1.8284 -3.0950
I -2.6134 1.5282 -3.9670
C -4.5883 2.1747 0.4023
O -4.3771 1.0107 -0.0709
H -7.7003 1.7659 1.7141
H -6.3387 0.5728 1.4805
H -7.0716 1.1962 0.1217
H -5.2366 5.6745 1.9033
H -3.1603 6.5504 1.0959
H -2.1074 5.5578 0.1776
H -1.4868 4.4536 2.1624
H -1.7266 3.9088 -0.4826
H 0.4788 2.3473 0.0503
H 2.5329 2.2813 -1.0884
H 2.4590 2.1653 -3.6632
H 0.5649 1.8047 -4.7936
O -2.0029 -1.7693 -1.0931
S -0.6051 -1.9993 -0.3878
O 0.1749 -2.9546 -1.1007
O 0.0739 -0.6682 -0.3416
O -1.0017 -2.5941 0.9069
C 0.4064 -0.3310 6.2575
C -0.4358 0.2322 5.0572
C -1.5902 -0.7610 4.7073
Sb 0.5918 0.9173 3.2046
C 1.5853 -0.8766 2.4978
C 2.6697 -0.5901 1.5429
C 2.0095 -1.9290 3.5035
C 2.1351 2.0875 4.1396
C 3.2162 1.3260 4.8899
C 1.4172 3.1224 5.0274
H -0.3324 -0.7565 6.9754
H 0.9891 0.3755 6.8580
H 1.0749 -1.1122 5.9219
H -0.9488 1.1421 5.3957
H -1.2383 -1.7901 4.4304
H -2.2597 -0.3776 3.9159
H -2.1622 -0.9130 5.6520
H 0.7391 -1.2757 1.8903
H 3.4071 0.1723 1.8676
H 2.2072 -0.4000 0.5776
H 3.3276 -1.4950 1.3996
H 2.7694 -1.5407 4.2931
H 2.5306 -2.7575 3.0369
H 1.1741 -2.3292 4.0495
H 2.6476 2.5893 3.2814
H 2.8739 0.7340 5.7731
H 4.0450 2.0117 5.2515
H 3.7226 0.6176 4.1848
H 0.8248 2.6630 5.8351
H 0.7547 3.6724 4.3765
H 2.0785 3.8801 5.4799
C 2.6370 -6.7713 -6.8570
C 2.3213 -5.4270 -6.2251
C 1.7519 -4.3591 -6.9520
C 1.5418 -3.1179 -6.3363
C 1.0237 -1.9558 -7.1643
C 1.8079 -2.9572 -4.9340
Se 1.5203 -1.3151 -4.1812
C 2.3466 -4.0315 -4.2091
C 2.6526 -3.9622 -2.7563
C 2.6020 -5.2289 -4.8652
H 3.4517 -6.6368 -7.5464
H 1.7868 -7.2570 -7.3529
H 3.0482 -7.5239 -6.1405
H 1.6006 -4.4827 -8.0429
H 0.8608 -2.4487 -8.1427
H 1.7915 -1.1710 -7.2596
H 0.0892 -1.5485 -6.8337
H 1.7390 -3.7193 -2.2053
H 3.3377 -3.1547 -2.5433
H 3.0631 -4.9529 -2.4529
H 3.0428 -6.0538 -4.3277

Löwdin atomic charge list, values in e, 2 entries: number 1, Cu, carries 0.3416; number 2, C, carries -0.0644

C2H2O3 in the gas phase at a distorted geometry, computed with ωB97M-V/def2-TZVPD.

The calculation puts the HOMO energy at -0.401 Eh. Its energy relative to the best compared isomer or geometry (same formula, charge and spin) is 124.71 kcal/mol. Its HOMO-LUMO gap is 11.857 eV. The value obtained for the LUMO energy is 0.95 eV.

Positions of all 7 atoms, in Å:
C 0.8734 0.0061 -0.0460
O 0.0756 1.2031 0.0294
C -0.5336 -0.0074 0.0898
O -1.5837 -0.3920 0.7050
O -1.4840 -0.4384 -0.7015
H 1.4013 -0.2354 0.9139
H 1.2511 -0.1360 -0.9907

natural (NBO) atomic charge list, values in e, 2 entries: number 1, C, carries -0.1472; number 2, O, carries -0.4602

Question: What is the formula in the first record?
Answer: C42H52BaN5O6P